1.
C5H10GaO5 | ωB97M-V/def2-TZVPD

Last column: Mulliken spin population.
Geometry (Å):
C -3.45 -1.41 1.02  0.00
C -4.49 -2.37 0.58  0.00
O -4.54 -2.41 -0.89  0.00
C -5.42 -3.19 -1.44  0.00
O -6.15 -3.98 -0.76  0.04
O -5.66 -3.05 -2.68  0.05
O -2.32 -1.97 1.50  0.00
Ga -6.80 -4.36 -2.29  0.91
H -3.74 -0.42 1.38  0.00
H -5.47 -2.06 0.95  0.00
H -4.29 -3.39 0.92  0.00
H -1.62 -1.29 1.63  0.00
H -1.80 -0.36 -0.32  0.00
C -0.81 0.33 -0.36  0.00
C 0.08 0.04 0.83  0.00
O -0.75 -0.31 1.94  0.00
H -0.26 0.21 -1.30  0.00
H -1.25 1.34 -0.28  0.00
H 0.67 0.93 1.08  0.00
H 0.77 -0.78 0.59  0.00
H -0.20 -0.48 2.71  0.00

strongest force on any atom = 9.78 eV Å⁻¹
total charge = +2
ΔE to the lowest compared entry with this formula, charge and spin = 0.0000 eV
multiplicity = 2
energy = -67939.26151 eV
expectation value of S² = 0.751

***

2.
C5H10HgO5 | ωB97M-V/def2-TZVPD

Last column: Mulliken spin population.
Geometry (Å):
C 2.57 2.01 1.54  0.70
C 2.55 3.11 2.53  -0.01
O 1.45 4.02 2.23  0.00
C 1.31 5.08 2.98  0.04
O 2.02 5.28 4.01  -0.02
O 0.53 6.01 2.58  -0.01
O 2.71 0.78 2.12  0.11
Hg 1.08 6.93 4.18  0.10
H 3.17 2.18 0.64  0.02
H 3.49 3.68 2.49  0.02
H 2.41 2.77 3.56  0.00
H 2.39 0.07 1.52  0.00
H 1.21 1.42 0.37  -0.05
C 0.37 0.66 -0.39  0.09
C 0.47 -0.79 -0.01  0.00
O 1.77 -1.04 0.53  0.00
H -0.65 1.04 -0.35  0.00
H 0.84 0.85 -1.37  0.00
H 0.31 -1.44 -0.89  0.00
H -0.30 -1.04 0.74  0.00
H 1.84 -1.96 0.79  0.00

strongest force on any atom = 11.07 eV Å⁻¹
total charge = +1
ΔE to the lowest compared entry with this formula, charge and spin = 1.4652 eV
multiplicity = 2
energy = -19745.55385 eV
expectation value of S² = 0.755

***

3.
C5H10IN2OS | ωB97M-V/def2-TZVPD

Last column: natural (NBO) charge in e.
Geometry (Å):
C 0.71 -0.59 -2.22  -0.01
C -0.46 -0.78 -1.27  -0.28
C 0.75 0.85 -0.02  0.48
C -0.70 -0.22 2.49  -0.64
C -1.18 -0.26 1.06  -0.22
N 1.67 0.14 -1.65  -0.67
N -0.03 -0.38 0.10  -0.39
O -0.01 1.88 -0.36  -0.65
S 0.81 -1.23 -3.71  -0.02
I 3.21 1.07 -2.54  0.47
H -1.28 -0.13 -1.58  0.26
H -0.80 -1.82 -1.28  0.27
H 1.58 0.97 0.67  0.23
H -1.57 -0.12 3.15  0.27
H -0.18 -1.13 2.77  0.23
H -0.05 0.64 2.68  0.22
H -1.73 0.64 0.79  0.24
H -1.83 -1.13 0.90  0.24
H 0.61 -1.11 0.45  0.46
H 0.48 2.72 -0.42  0.54

strongest force on any atom = 4.45 eV Å⁻¹
total charge = +1
ΔE to the lowest compared entry with this formula, charge and spin = 0.8316 eV
energy = -29301.63429 eV

***

4.
C5H10In | ωB97M-V/def2-TZVPD

Last column: Löwdin charge in e.
Geometry (Å):
C -1.80 -2.05 -0.82  0.08
C -1.61 -0.92 -0.45  -0.18
C -1.40 0.44 0.03  -0.27
C -0.47 0.54 1.24  -0.32
C 1.04 0.36 1.00  -0.36
In 1.87 0.20 -1.08  0.16
H -1.96 -3.01 -1.25  0.01
H -1.05 1.07 -0.78  0.08
H -2.39 0.81 0.32  0.10
H -0.83 -0.16 2.00  0.09
H -0.63 1.53 1.66  0.09
H 1.54 1.23 1.45  0.00
H 1.39 -0.50 1.59  0.01
H 3.64 0.04 -0.95  -0.17
H 1.27 -1.23 -1.95  -0.16
H 1.39 1.65 -2.00  -0.16

strongest force on any atom = 0.51 eV Å⁻¹
total charge = -1
energy = -10517.65568 eV

***

5.
C5H10N | ωB97M-V/def2-TZVPD

Last column: natural (NBO) charge in e.
Geometry (Å):
C 1.54 -0.90 -0.19  0.24
C 2.22 0.06 0.29  -0.29
C -1.23 -0.32 -0.06  0.02
C 3.69 0.29 0.04  -0.61
C -3.59 0.30 -0.15  -0.43
N -2.42 -0.32 0.43  -0.50
H 1.78 0.82 0.93  0.31
H -1.13 0.19 -1.02  0.14
H 1.26 -1.79 -0.69  0.25
H 4.21 0.26 0.99  0.26
H 3.82 1.27 -0.41  0.26
H 4.10 -0.47 -0.62  0.24
H -3.86 1.18 0.45  0.23
H -3.39 0.62 -1.17  0.23
H -4.42 -0.40 -0.13  0.23
H -2.58 -0.78 1.32  0.42

strongest force on any atom = 1.53 eV Å⁻¹
total charge = +1
ΔE to the lowest compared entry with this formula, charge and spin = 5.0179 eV
energy = -6825.18407 eV

***

6.
C5H10N | ωB97M-V/def2-TZVPD

Last column: natural (NBO) charge in e.
Geometry (Å):
C -1.66 -0.71 0.06  -0.22
C -0.41 -1.13 0.26  -0.04
C -1.97 0.63 -0.33  -0.25
C 0.09 1.31 0.34  -0.26
C 1.89 -0.39 -0.49  -0.47
N 0.68 -0.08 0.39  -0.43
H -2.54 -1.37 0.13  0.28
H -0.02 -2.19 0.38  0.26
H -2.28 0.89 -1.29  0.23
H -2.46 1.32 0.32  0.24
H 0.65 2.00 -0.36  0.24
H 0.02 1.61 1.37  0.21
H 2.18 -1.50 -0.64  0.25
H 1.96 -0.16 -1.55  0.26
H 2.82 -0.01 0.00  0.24
H 1.06 -0.23 1.41  0.45

strongest force on any atom = 5.32 eV Å⁻¹
total charge = +1
ΔE to the lowest compared entry with this formula, charge and spin = 3.8531 eV
energy = -6826.34882 eV

***

7.
C5H10N | ωB97M-V/def2-TZVPD

Last column: natural (NBO) charge in e.
Geometry (Å):
C -0.94 -0.72 -0.23  0.23
C 0.28 -0.65 -0.76  -0.63
C 1.97 0.87 -0.29  0.12
C -2.10 -0.75 0.32  -0.25
C -2.63 0.17 1.38  -0.62
N 3.04 0.41 -0.87  -0.64
H 0.37 -0.29 -1.78  0.24
H 0.99 -1.40 -0.44  0.24
H 1.40 1.66 -0.76  0.24
H 1.83 0.71 0.77  0.24
H -2.79 -1.53 0.00  0.27
H -1.95 0.99 1.57  0.22
H -2.78 -0.40 2.29  0.24
H -3.59 0.56 1.06  0.24
H 3.24 0.62 -1.84  0.43
H 3.65 -0.25 -0.41  0.43

strongest force on any atom = 1.15 eV Å⁻¹
total charge = +1
ΔE to the lowest compared entry with this formula, charge and spin = 2.4418 eV
energy = -6827.76018 eV

***

8.
C5H10N | ωB97M-V/def2-TZVPD

Last column: natural (NBO) charge in e.
Geometry (Å):
C 0.49 -1.52 0.25  -0.20
C 0.82 -0.29 -0.11  0.21
C -0.96 -1.35 -0.08  -0.22
C 1.99 0.65 0.02  -0.71
C -1.32 1.19 0.13  -0.44
N -0.68 0.09 -0.51  -0.36
H 1.05 -2.40 0.49  0.26
H -1.56 -1.86 -0.82  0.24
H -1.38 -1.40 0.91  0.23
H 1.98 1.42 -0.77  0.25
H 2.91 0.18 0.29  0.28
H 1.93 1.07 1.04  0.26
H -1.36 0.77 1.18  0.24
H -0.82 2.12 -0.35  0.26
H -2.40 1.19 -0.17  0.24
H -0.68 0.15 -1.49  0.42

strongest force on any atom = 3.84 eV Å⁻¹
total charge = +1
ΔE to the lowest compared entry with this formula, charge and spin = 2.3188 eV
energy = -6827.88314 eV
structure (SMILES) = CC1=CC[N@H+]1C